# 1
The following is a DFT calculation (the ωB97M-V functional and the def2-TZVPD basis) of 2 unconnected molecules or ions with the total composition C30H33BF6O4 in a non-equilibrium geometry.

The orbital gap comes out at 8.4 eV. Its energy is -2088.0996 hartree. The HOMO energy comes out at -8.21 eV. As for the spin multiplicity: 1. The SMILES is CC1(C)OB(c2cc(C(F)(F)F)cc(C(F)(F)F)c2)OC1(C)C.COc1ccc([C@@H](Cc2ccccc2)OC)cc1.

Each line ends with the Mulliken charge.
CARTESIAN COORDINATES (ANGSTROEM)
C: 5.1997 -2.1770 3.8034  -0.8525
O: 4.4960 -0.9029 3.8283  -0.4454
C: 3.1459 -0.9081 3.7807  0.9178
C: 2.5214 0.3547 3.7343  -0.7421
C: 1.1592 0.4483 3.5118  -0.0536
C: 0.3757 -0.7180 3.4391  -0.5948
C: -1.1022 -0.6109 3.0884  0.4160
O: -1.8206 -1.8019 3.4035  -0.3920
C: -3.1831 -1.5953 3.7338  -0.6454
C: 0.9912 -1.9713 3.4686  -0.8012
C: 2.3530 -2.0766 3.7144  -0.4727
H: 6.2510 -1.8877 3.7924  0.2461
H: 4.9860 -2.7740 4.7047  0.3274
H: 4.9577 -2.7604 2.9003  0.3559
H: 3.1390 1.2465 3.8503  0.4074
H: 0.6902 1.4277 3.3910  0.5372
H: -1.5430 0.2585 3.6011  0.4749
H: -3.6203 -2.5941 3.8175  0.2739
H: -3.2352 -1.0460 4.6785  0.3130
H: -3.7250 -0.9974 2.9853  0.2499
H: 0.3913 -2.8618 3.2954  0.4274
H: 2.7998 -3.0678 3.8056  0.3800
C: 0.8401 3.2059 0.6692  -1.5165
C: 0.9596 2.8632 -0.8159  1.7313
C: 0.8531 4.1107 -1.6717  -1.9263
C: 2.2145 1.8750 -1.1484  1.2876
C: 2.6141 1.8413 -2.6385  -1.7505
C: 3.4153 2.0032 -0.2357  -1.5986
O: 1.6274 0.5752 -0.9012  -0.7521
B: 0.3511 0.7935 -1.4312  1.4363
C: -0.3455 -0.2714 -2.2957  -0.4297
C: 0.2462 -1.5281 -2.4849  -0.9679
C: -0.1522 -2.3194 -3.5470  0.3230
C: 0.6515 -3.5678 -3.8171  0.8296
F: 0.2065 -4.2693 -4.8985  -0.2813
F: 1.9711 -3.2488 -4.0494  -0.2581
F: 0.6342 -4.4196 -2.7374  -0.2648
C: -1.2160 -1.9550 -4.3684  -0.9356
C: -1.9021 -0.7844 -4.0559  0.1742
C: -3.0600 -0.2975 -4.8874  0.8227
F: -4.1670 -0.0602 -4.1004  -0.2374
F: -2.7480 0.8986 -5.4943  -0.2676
F: -3.4354 -1.1682 -5.8638  -0.2933
C: -1.5161 0.0279 -3.0058  -0.3125
C: -1.1302 -0.4211 1.6110  0.4242
C: -2.4506 -0.1828 0.9185  0.2675
C: -3.0629 -1.2266 0.2077  0.2058
C: -4.2978 -1.0005 -0.4165  -0.8592
C: -4.9278 0.2423 -0.2824  -0.6488
C: -4.2263 1.3185 0.2749  -0.8024
C: -2.9915 1.1133 0.9047  -0.1662
O: -0.1864 2.0456 -1.1867  -0.6510
H: 1.6146 3.9133 0.9827  0.3841
H: -0.1289 3.6805 0.8641  0.4806
H: 0.9132 2.3178 1.3118  -0.0788
H: 1.7114 4.7767 -1.5351  0.3380
H: 0.7606 3.8418 -2.7320  0.3743
H: -0.0549 4.6556 -1.3880  0.4467
H: 3.1970 2.7118 -2.9474  0.3868
H: 3.2090 0.9332 -2.8012  0.4206
H: 1.7341 1.7575 -3.2973  0.2172
H: 3.9034 2.9748 -0.3588  0.3296
H: 3.1475 1.8796 0.8201  0.2015
H: 4.1448 1.2239 -0.4797  0.4609
H: 1.0262 -1.8672 -1.8063  0.5692
H: -1.5008 -2.5618 -5.2197  0.6025
H: -2.1097 0.8966 -2.7361  0.6091
H: -0.6811 -1.3026 1.1146  0.4055
H: -0.4493 0.4093 1.3487  -1.1909
H: -2.5793 -2.2034 0.1756  0.5024
H: -4.8001 -1.8215 -0.9430  0.4155
H: -5.9404 0.3761 -0.6438  0.4212
H: -4.6705 2.3191 0.2877  0.3739
H: -2.4432 1.9110 1.4028  0.4201

# 2
The following is a DFT calculation (the ωB97M-V functional and the def2-TZVPD basis) of a single C18H12N2O2 molecule in a non-equilibrium geometry.

The orbital gap comes out at 7.1 eV. Its energy is -952.8537 hartree. The HOMO energy comes out at -7.89 eV. As for the spin multiplicity: 1. The SMILES is O=C(C=C=Nc1ccccc1)C(=O)N=C=Cc1ccccc1.

Each line ends with the natural charge from an NBO analysis.
CARTESIAN COORDINATES (ANGSTROEM)
O: -2.2686 -0.6297 0.4441  -0.4542
O: 0.2637 -1.7016 1.3095  -0.4891
C: 0.6005 -0.8679 -1.9112  0.6983
C: -0.2695 1.9035 0.6997  0.6497
N: -1.1258 1.2397 0.1701  -0.5416
N: 0.2195 -1.0118 -3.0212  -0.4495
C: -1.1701 -0.1593 0.4504  0.5850
C: 0.0841 -0.9374 0.3514  0.4329
C: 1.0612 -0.8191 -0.6919  -0.6463
C: 0.7635 2.5394 1.1750  -0.5402
C: -3.9031 -1.9090 -3.3848  -0.2168
C: 3.2521 1.2952 4.2907  -0.2209
C: -3.3120 -0.8723 -4.1498  -0.1894
C: -3.0525 -2.6340 -2.4803  -0.1683
C: 2.0153 0.5573 4.1038  -0.2022
C: 3.7788 2.0380 3.2839  -0.1882
C: -1.9613 -0.5667 -3.9861  -0.2212
C: -1.6424 -2.4168 -2.3920  -0.2450
C: 1.1775 0.9479 3.1257  -0.2119
C: 2.8649 2.4685 2.2552  -0.2228
C: -1.1316 -1.2990 -3.0871  0.1163
C: 1.6110 2.0027 2.2046  -0.0295
H: 2.1597 -0.8166 -0.5039  0.3122
H: 0.9701 3.5503 0.9311  0.2778
H: -4.9290 -2.1916 -3.6681  0.2255
H: 3.9466 1.0240 5.0931  0.2098
H: -3.8376 -0.2588 -4.7287  0.2060
H: -3.4783 -3.3955 -1.8927  0.2159
H: 1.5236 -0.1678 4.7894  0.2290
H: 4.7665 2.2362 3.1749  0.2077
H: -1.4164 0.2149 -4.6703  0.2259
H: -0.9761 -2.9104 -1.7345  0.2223
H: 0.1051 0.5994 3.0506  0.2160
H: 3.3108 2.9482 1.3995  0.2068

# 3
The following is a DFT calculation (the ωB97M-V functional and the def2-TZVPD basis) of a molecular structure, C12H13IrNP in a non-equilibrium geometry.

The orbital gap (alpha / beta) comes out at 4.3 / 6.8 eV. Its energy is -965.0871 hartree. As for the expectation value of S²: 6.020. The HOMO energy (alpha / beta) comes out at -4.55 / -7.12 eV. As for the spin multiplicity: 5.

Each line ends with the natural charge from an NBO analysis.
CARTESIAN COORDINATES (ANGSTROEM)
C: -0.4250 -0.7658 -1.8028  -0.4344
C: -0.9813 0.3103 -2.4840  -0.3073
C: -0.4331 1.5668 -2.3489  -0.3084
C: 0.7709 1.6622 -1.5811  -0.4188
C: 1.4185 0.4132 -1.2647  -0.3376
Ir: -0.2942 0.5142 -0.3937  0.7158
P: 0.8451 -1.7649 0.2961  0.1210
H: -1.0254 -1.6913 -1.7494  0.1825
H: -1.8952 0.1233 -3.0618  0.2262
H: -0.8730 2.4741 -2.7733  0.2308
H: 2.3453 0.5665 -0.6839  0.1770
H: 1.1532 2.6503 -1.2857  0.2224
H: 2.1279 -1.7218 0.8125  -0.0137
H: 1.1740 -2.5920 -0.7676  0.0130
H: 0.2895 -2.7598 1.1095  -0.0196
N: -0.5101 0.3267 1.8752  -0.4787
C: -0.3262 0.3223 3.0313  0.3921
C: -0.1656 0.4125 4.4587  -0.1789
C: -1.2814 0.3415 5.3136  -0.1614
C: -1.0894 0.3928 6.6956  -0.2091
C: 0.1951 0.5417 7.2354  -0.1834
C: 1.3021 0.6266 6.3720  -0.2069
C: 1.1210 0.5780 4.9930  -0.1624
H: -2.2881 0.2433 4.9077  0.2325
H: -1.9371 0.3015 7.3774  0.2259
H: 0.3573 0.5882 8.3226  0.2253
H: 2.3140 0.7167 6.7664  0.2257
H: 1.9625 0.6560 4.3090  0.2304

# 4
The following is a DFT calculation (the ωB97M-V functional and the def2-TZVPD basis) of a molecular structure, C18H24BeN4O2S3.

The orbital gap comes out at 6.7 eV. Its energy is -2279.3171 hartree. The HOMO energy comes out at -6.96 eV. As for the spin multiplicity: 1.

Each line ends with the natural charge from an NBO analysis.
CARTESIAN COORDINATES (ANGSTROEM)
Be: -0.8719 2.1572 0.0946  1.3762
S: 0.7623 1.4354 -0.8975  -0.5463
C: 1.1405 0.1403 0.2395  -0.0681
C: 2.2236 -0.7059 -0.0078  -0.2751
C: 2.5215 -1.7605 0.8394  -0.2245
C: 1.7344 -1.9908 1.9607  -0.2375
C: 0.6572 -1.1592 2.2216  -0.2220
C: 0.3496 -0.0938 1.3771  -0.2346
S: -1.0655 0.9181 1.7249  -0.5353
H: 2.8326 -0.5238 -0.8849  0.2143
H: 3.3675 -2.4009 0.6241  0.2088
H: 1.9585 -2.8113 2.6303  0.2089
H: 0.0366 -1.3290 3.0931  0.2132
C: -1.9825 -2.8332 -0.9696  -0.6132
C: -1.4424 -1.5704 -1.6132  -0.2230
N: -2.1255 -0.3722 -1.1154  -0.6169
C: -2.5865 0.6436 -1.8284  0.4031
S: -2.6388 2.2360 -1.1767  -0.4040
N: -3.0749 0.4632 -3.0652  -0.5905
C: -3.6373 -0.7726 -3.6021  -0.2190
C: -4.9052 -0.4686 -4.3810  -0.6159
H: -1.4051 -3.6970 -1.2996  0.2188
H: -3.0316 -2.9984 -1.2220  0.1995
H: -1.8994 -2.7683 0.1162  0.2236
H: -1.5157 -1.6041 -2.6961  0.1989
H: -0.3844 -1.4474 -1.3753  0.2296
H: -1.8739 -0.1094 -0.1574  0.4483
H: -3.3473 1.3202 -3.5199  0.4127
H: -3.8542 -1.4380 -2.7657  0.2072
H: -2.9153 -1.2768 -4.2482  0.1942
H: -5.6573 -0.0122 -3.7370  0.2172
H: -5.3187 -1.3855 -4.7992  0.2248
H: -4.6996 0.2112 -5.2101  0.2083
O: -1.1556 6.3419 6.3876  -0.7115
C: -0.2011 5.3958 5.9877  0.0886
N: -0.3380 5.0035 4.5978  -0.6189
C: -0.1037 5.9305 3.6398  0.6649
O: 0.2636 7.0623 3.9158  -0.6313
C: -0.2988 5.5195 2.2096  -0.1820
C: -0.2416 6.5006 1.2289  -0.0863
C: -0.4091 6.1400 -0.0964  -0.2525
C: -0.6313 4.8106 -0.3998  0.0824
N: -0.6860 3.8635 0.5415  -0.6251
C: -0.5131 4.2095 1.8185  0.0904
H: -0.9345 7.1657 5.9345  0.4856
H: -0.3443 4.5103 6.6013  0.1853
H: 0.8113 5.7774 6.1265  0.1771
H: -0.8422 4.1624 4.3765  0.4057
H: -0.0600 7.5243 1.5276  0.2496
H: -0.3662 6.8729 -0.8888  0.2336
H: -0.7670 4.4706 -1.4187  0.2287
H: -0.5282 3.3739 2.5079  0.2337

# 5
The following is a DFT calculation (the ωB97M-V functional and the def2-TZVPD basis) of a molecular structure, C30H48P2TeW in a non-equilibrium geometry.

The orbital gap (alpha / beta) comes out at 5.1 / 4.7 eV. Its energy is -2188.8978 hartree. As for the expectation value of S²: 2.223. The HOMO energy (alpha / beta) comes out at -12.37 / -12.18 eV. Its net charge is +2. As for the spin multiplicity: 3.

Each line ends with the Mulliken charge.
CARTESIAN COORDINATES (ANGSTROEM)
W: -0.0069 1.7499 -0.4631  0.9179
C: 0.6340 0.8761 2.0298  2.1271
C: 1.6961 1.4809 1.3556  0.2672
C: -0.1021 2.9638 1.3597  -0.1961
C: -0.5412 1.6553 1.8022  -0.0830
C: 1.2866 2.8073 0.9006  0.9629
C: 0.7172 -0.3691 2.8119  -0.9916
H: 1.6019 -0.9741 2.5639  0.3553
H: -0.1723 -1.0002 2.6610  -0.1055
H: 0.7757 -0.2269 3.9200  0.3386
C: -1.8206 1.3683 2.5054  -1.5089
H: -2.0101 0.3065 2.5790  0.0476
H: -2.6611 1.8762 2.0189  0.5227
H: -1.8011 1.7088 3.5513  0.3776
C: -0.9201 4.2008 1.3034  -1.3926
H: -0.6318 4.9263 2.0940  0.3499
H: -1.9936 3.9834 1.4629  0.3273
H: -0.8063 4.6851 0.3281  0.3082
C: 2.2318 3.9150 0.5609  -1.4299
H: 2.4097 4.5139 1.4905  0.3486
H: 1.8872 4.5532 -0.2659  0.2677
H: 3.1976 3.5213 0.2252  0.4111
C: 3.0855 0.9763 1.3944  -1.7717
H: 3.5439 1.1574 2.3905  0.3231
H: 3.7363 1.4260 0.6216  0.4222
H: 3.0973 -0.1228 1.2518  0.2531
C: -0.7242 -2.5802 0.2972  0.1226
C: 0.4687 -3.1393 0.5836  -0.6680
C: 1.8740 -3.0447 0.0632  -0.7653
C: 2.0317 -2.5018 -1.3617  -0.4719
C: 1.9829 -1.0356 -1.2029  -1.4018
C: 0.8959 -0.2140 -0.9528  1.6583
C: -0.6145 -0.3537 -0.9258  -0.1043
C: -1.1102 -1.8388 -0.9425  -0.6027
H: 2.2548 -4.0752 0.0735  0.5780
H: 1.2561 -2.8736 -2.0333  -0.4132
H: 2.5305 -2.4444 0.7234  0.3030
H: -0.6177 -2.2765 -1.8125  -0.3199
H: -1.5691 -2.6838 1.0364  -0.3757
H: 0.3657 -3.9802 1.3281  0.3318
H: -2.2021 -1.8894 -1.0823  0.7708
H: -1.1274 0.2061 -0.0539  0.2285
H: 1.1147 0.8282 -1.5135  -0.5795
H: -1.0963 0.1257 -1.7930  0.2042
H: 3.0079 -2.7743 -1.8174  0.5353
H: 2.9783 -0.5650 -1.2585  0.4634
P: -0.1532 -1.2047 -3.8367  0.7536
P: -0.0350 2.0866 -3.3485  1.0083
C: -0.0104 -0.1382 -5.3161  -1.1721
C: -0.6009 1.2265 -5.0436  -1.3793
H: -0.5183 -0.6318 -6.1571  0.5922
H: 1.0576 -0.0984 -5.5588  0.5010
H: -0.3380 1.8964 -5.8727  0.6618
H: -1.6968 1.1899 -5.0334  0.4958
C: -0.9062 3.6344 -3.8440  -1.2316
H: -0.5241 4.4649 -3.2397  0.4284
H: -1.9772 3.5017 -3.6347  0.3972
H: -0.7873 3.8578 -4.9206  0.4214
C: 1.6401 2.3994 -4.0929  -1.3875
H: 1.5620 2.7273 -5.1443  0.4376
H: 2.2238 1.4740 -4.0627  0.3223
H: 2.1565 3.1623 -3.5032  0.4316
C: -1.8890 -1.7723 -4.1354  -1.4839
H: -2.1977 -2.4917 -3.3660  0.3867
H: -1.9074 -2.2689 -5.1125  0.5018
H: -2.5746 -0.9161 -4.1319  0.3438
C: 0.6719 -2.6929 -4.5588  -1.5357
H: 1.6989 -2.4134 -4.8499  0.3985
H: 0.1289 -3.0548 -5.4393  0.5040
H: 0.7254 -3.5000 -3.8177  0.4726
Te: -2.7896 -2.7585 3.3399  0.3545
C: -2.1809 -2.3070 5.2435  0.2921
C: -3.0081 -1.3938 5.9370  -0.4451
C: -2.7839 -1.1912 7.2969  -0.5709
C: -1.7373 -1.8750 7.9557  -0.3947
C: -0.8991 -2.7553 7.2364  -0.5113
C: -1.1030 -2.9704 5.8733  -0.4477
H: -3.8115 -0.9080 5.3851  0.3972
H: -3.4156 -0.5012 7.8712  0.3614
H: -1.5729 -1.7148 9.0282  0.3852
H: -0.0843 -3.2661 7.7690  0.3655
H: -0.4964 -3.6453 5.2753  0.4026

# 6
The following is a DFT calculation (the ωB97M-V functional and the def2-TZVPD basis) of a single C14H16N2O3 molecule in a non-equilibrium geometry.

The orbital gap comes out at 9.3 eV. Its energy is -878.2507 hartree. The HOMO energy comes out at -8.62 eV. As for the spin multiplicity: 1. The SMILES is C=CCNC(=O)[C@H]1CC(c2cccc(OC)c2)=NO1.

Each line ends with the natural charge from an NBO analysis.
CARTESIAN COORDINATES (ANGSTROEM)
C: -5.5102 -2.6899 0.6379  -0.3854
C: -4.6293 -1.7166 0.7687  -0.1841
C: -4.8450 -0.3166 0.2811  -0.2701
N: -3.7290 0.1456 -0.5172  -0.5994
C: -2.9349 1.1593 -0.1446  0.6554
O: -3.0922 1.8385 0.8485  -0.6283
C: -1.7888 1.4290 -1.1361  -0.0164
C: -0.5296 1.9316 -0.4260  -0.4879
C: 0.4050 0.7736 -0.6945  0.1850
N: -0.1189 -0.1213 -1.4371  -0.0816
O: -1.3946 0.2088 -1.7937  -0.3720
C: 1.7624 0.6809 -0.1926  -0.0723
C: 2.5553 -0.4071 -0.5411  -0.2380
C: 3.8648 -0.5116 -0.0801  0.3789
C: 4.3815 0.4880 0.7404  -0.3119
C: 3.5874 1.5694 1.0874  -0.1907
C: 2.2894 1.6776 0.6323  -0.2213
H: 1.6892 2.5274 0.9158  0.2137
H: 3.9972 2.3387 1.7251  0.2151
H: 5.3922 0.4371 1.1132  0.2177
O: 4.5486 -1.6152 -0.4856  -0.5052
C: 5.8795 -1.7796 -0.0600  -0.2541
H: 6.5193 -0.9644 -0.4135  0.1756
H: 5.9485 -1.8499 1.0305  0.1757
H: 6.2156 -2.7163 -0.5016  0.2021
H: 2.1551 -1.1787 -1.1774  0.2395
H: -0.1398 2.8593 -0.8465  0.2326
H: -0.7254 2.0791 0.6381  0.2601
H: -2.1612 2.1153 -1.9047  0.2149
H: -3.4476 -0.4096 -1.3127  0.4159
H: -5.7675 -0.2530 -0.3056  0.1970
H: -4.9138 0.3721 1.1305  0.2442
H: -3.6755 -1.8898 1.2485  0.2033
H: -5.3240 -3.6818 1.0116  0.2024
H: -6.4637 -2.5302 0.1612  0.1895

Among the records above, which one has the lowest energy? C18H24BeN4O2S3